Entry 1:
The following is a quantum chemistry calculation of C6H12O in the gas phase, from the OMol25 dataset.

Results
Strongest force on any atom, eV/Å: 0.28
E_LUMO, eV: 1.12
SMILES string: CO[C@H]1CC[C@H]1C
M, g mol⁻¹: 100.161
Electronic energy, Eh: -311.0085
ΔE to the lowest compared entry with this formula, charge and spin, kJ/mol: 133.2

Element x y z (Å)
C: -0.496 -2.386 -0.640
O: -0.863 -1.033 -0.651
C: -0.493 -0.318 0.497
C: 0.995 -0.289 0.919
C: 0.896 1.251 1.025
C: -0.454 1.211 0.263
C: -0.359 1.593 -1.208
H: -0.964 -2.939 0.189
H: 0.594 -2.509 -0.569
H: -0.836 -2.811 -1.588
H: -1.140 -0.595 1.346
H: 1.259 -0.835 1.830
H: 1.657 -0.609 0.109
H: 1.697 1.815 0.536
H: 0.801 1.605 2.055
H: -1.272 1.763 0.739
H: -0.259 2.679 -1.317
H: 0.505 1.121 -1.689
H: -1.252 1.268 -1.751



Entry 2:
The following is a quantum chemistry calculation of C7H13N in the gas phase in a non-equilibrium geometry, from the OMol25 dataset.

Results
Strongest force on any atom, eV/Å: 2.61
E_LUMO, eV: 1.04
SMILES string: C/C=C/C/C(C)=C/N
M, g mol⁻¹: 111.188
Electronic energy, Eh: -329.2036
ΔE to the lowest compared entry with this formula, charge and spin, kJ/mol: 178.2

Element x y z (Å)
C: -1.502 2.231 2.038
C: -1.348 1.296 0.918
C: -0.350 1.284 0.037
C: -0.333 0.450 -1.184
C: 0.579 -0.747 -0.797
C: 2.001 -0.573 -1.320
C: 0.001 -1.878 -0.354
N: 0.652 -3.025 0.063
H: -0.616 2.787 2.344
H: -1.907 1.755 2.912
H: -2.225 3.045 1.849
H: -2.177 0.553 0.786
H: 0.430 2.020 0.225
H: 0.081 0.910 -2.074
H: -1.229 -0.060 -1.569
H: 2.659 -0.199 -0.522
H: 2.019 0.058 -2.193
H: 2.256 -1.599 -1.607
H: -1.093 -1.906 -0.355
H: 1.595 -3.213 -0.245
H: 0.510 -3.192 1.048



Entry 3:
The following is a quantum chemistry calculation of a molecular structure, C20H21DyN4O in a non-equilibrium geometry, from the OMol25 dataset.

Results
Strongest force on any atom, eV/Å: 3.79
E_LUMO (spin up / spin down), eV: -6.23 / -6.14
Multiplicity: 6
Total charge: +2
M, g mol⁻¹: 495.915
Electronic energy, Eh: -1953.5911
ΔE to the lowest compared entry with this formula, charge and spin, kJ/mol: 0.0

Element x y z (Å)
Dy: 0.029 0.238 1.386
C: 0.214 -0.608 -1.823
N: 0.046 -1.356 -0.547
C: 1.175 -2.297 -0.361
C: 2.434 -1.540 -0.013
C: 3.670 -1.926 -0.483
C: 4.791 -1.209 -0.087
C: 4.640 -0.125 0.761
C: 3.370 0.203 1.188
N: 2.281 -0.486 0.810
C: -1.265 -2.052 -0.499
C: -2.388 -1.061 -0.321
C: -3.462 -0.992 -1.179
C: -4.459 -0.054 -0.932
C: -4.349 0.782 0.166
C: -3.242 0.644 0.981
N: -2.274 -0.250 0.746
C: -0.351 0.800 -1.839
C: -0.843 1.343 -3.011
C: -1.236 2.673 -3.031
C: -1.133 3.430 -1.874
C: -0.654 2.811 -0.743
N: -0.267 1.524 -0.714
H: -0.215 -1.183 -2.647
H: 1.283 -0.520 -2.021
H: 1.341 -2.909 -1.251
H: 0.925 -2.977 0.454
H: 3.757 -2.777 -1.148
H: 5.773 -1.496 -0.443
H: 5.489 0.458 1.091
H: 3.203 1.032 1.861
H: -1.261 -2.727 0.356
H: -1.427 -2.654 -1.395
H: -3.527 -1.668 -2.023
H: -5.315 0.017 -1.591
H: -5.108 1.515 0.402
H: -3.131 1.261 1.866
H: -0.907 0.731 -3.903
H: -1.612 3.117 -3.945
H: -1.421 4.472 -1.844
H: -0.568 3.368 0.183
C: 1.237 0.582 4.901
C: 0.777 0.491 3.526
O: -0.197 -0.325 3.275
H: 0.452 0.357 5.624
H: 1.715 1.540 5.094
H: 2.012 -0.193 4.997



Entry 4:
The following is a quantum chemistry calculation of 2 unconnected molecules or ions with the total composition CH4BNO3 in a non-equilibrium geometry, from the OMol25 dataset.

Results
Strongest force on any atom, eV/Å: 3.11
E_LUMO, eV: 0.53
M, g mol⁻¹: 88.859
Electronic energy, Eh: -345.9484
ΔE to the lowest compared entry with this formula, charge and spin, kJ/mol: 44.9

Element x y z (Å)
B: 0.132 0.315 -0.499
C: 0.271 1.134 2.673
N: 0.323 -0.503 0.680
O: -0.085 2.047 2.069
O: -0.907 1.022 -1.060
O: 1.318 0.521 -1.188
H: 0.830 -1.346 0.437
H: -0.153 -0.628 1.501
H: -1.631 1.190 -0.442
H: 1.085 0.889 -2.062



Entry 5:
The following is a quantum chemistry calculation of a molecular structure, C54H42F8O8V2 in a non-equilibrium geometry, from the OMol25 dataset.

Results
Strongest force on any atom, eV/Å: 3.67
E_LUMO, eV: -2.22
M, g mol⁻¹: 1072.794
Electronic energy, Eh: -5371.8026
ΔE to the lowest compared entry with this formula, charge and spin, kJ/mol: 0.0

Element x y z (Å)
O: 1.487 -3.374 4.434
V: 0.017 -3.422 3.836
O: -1.031 -3.979 4.847
O: -1.860 1.902 -2.992
V: -0.416 1.577 -2.496
O: 0.602 2.596 -3.131
C: -0.007 -1.983 -0.233
C: -0.127 -2.235 1.114
C: -0.572 -1.133 2.056
O: -0.727 -1.330 3.316
C: -0.753 0.147 1.579
C: -0.662 0.452 0.195
C: -0.304 -0.724 -0.753
O: -0.240 -0.457 -1.978
O: -0.820 1.574 -0.318
O: 0.366 -3.312 1.587
H: 0.392 -2.761 -0.869
H: -1.002 0.911 2.302
F: 5.305 -3.829 -1.919
C: 4.281 -3.557 -2.734
C: 4.057 -4.426 -3.783
C: 3.107 -4.136 -4.752
C: 2.346 -2.989 -4.601
C: 2.497 -2.152 -3.505
C: 3.469 -2.447 -2.554
H: 4.553 -5.379 -3.922
H: 2.977 -4.748 -5.633
H: 1.577 -2.731 -5.320
H: 1.848 -1.295 -3.415
H: 3.638 -1.737 -1.753
F: -2.600 2.354 4.263
C: -3.293 3.240 3.516
C: -3.907 2.764 2.366
C: -4.688 3.623 1.607
C: -4.806 4.961 1.979
C: -4.221 5.402 3.157
C: -3.439 4.552 3.916
H: -3.877 1.708 2.132
H: -5.210 3.255 0.734
H: -5.332 5.718 1.412
H: -4.377 6.426 3.471
H: -2.871 4.943 4.752
F: 2.228 0.930 -1.772
C: 3.242 1.149 -0.898
C: 4.535 0.922 -1.351
C: 5.566 1.102 -0.457
C: 5.319 1.578 0.842
C: 4.034 1.932 1.234
C: 2.980 1.633 0.353
H: 4.718 0.638 -2.378
H: 6.591 0.974 -0.777
H: 6.162 1.727 1.504
H: 3.910 2.341 2.224
H: 1.998 1.890 0.735
F: 1.288 -7.154 -2.525
C: 1.857 -6.751 -1.374
C: 1.998 -5.400 -1.130
C: 2.713 -4.984 -0.015
C: 3.168 -5.928 0.893
C: 3.003 -7.299 0.665
C: 2.387 -7.695 -0.504
H: 1.586 -4.623 -1.763
H: 2.903 -3.956 0.259
H: 3.767 -5.628 1.744
H: 3.338 -8.060 1.355
H: 2.337 -8.739 -0.792
F: -0.287 -5.013 -6.406
C: -0.808 -4.334 -5.375
C: -0.475 -4.736 -4.103
C: -1.119 -4.202 -2.995
C: -2.077 -3.209 -3.197
C: -2.330 -2.724 -4.481
C: -1.736 -3.322 -5.589
H: 0.210 -5.576 -4.061
H: -0.963 -4.663 -2.029
H: -2.388 -2.656 -2.317
H: -3.083 -1.963 -4.633
H: -1.896 -2.952 -6.593
F: 2.511 6.476 5.345
C: 1.940 5.264 5.174
C: 1.285 4.689 6.236
C: 0.472 3.582 6.013
C: 0.408 3.024 4.748
C: 1.150 3.562 3.693
C: 1.885 4.725 3.910
H: 1.389 5.114 7.227
H: -0.098 3.188 6.843
H: -0.223 2.161 4.588
H: 1.177 3.055 2.742
H: 2.403 5.193 3.082
F: -0.947 4.201 -1.243
C: -0.718 5.105 -0.266
C: -0.552 6.428 -0.639
C: -0.335 7.383 0.355
C: -0.451 6.987 1.683
C: -0.661 5.654 2.042
C: -0.792 4.697 1.055
H: -0.567 6.712 -1.682
H: -0.255 8.440 0.147
H: -0.507 7.710 2.488
H: -0.744 5.392 3.085
H: -0.876 3.641 1.274
F: -6.042 -1.646 -3.454
C: -5.465 -1.328 -2.289
C: -5.108 -2.307 -1.364
C: -4.392 -1.910 -0.253
C: -4.121 -0.584 0.030
C: -4.350 0.392 -0.949
C: -5.059 -0.017 -2.070
H: -5.338 -3.346 -1.559
H: -4.150 -2.682 0.469
H: -3.554 -0.360 0.926
H: -4.086 1.426 -0.789
H: -5.278 0.758 -2.798



Entry 6:
The following is a quantum chemistry calculation of 4 unconnected molecules or ions with the total composition C3H13NO4 in a non-equilibrium geometry, from the OMol25 dataset.

Results
Strongest force on any atom, eV/Å: 1.65
E_LUMO, eV: 0.28
SMILES string: NCCC=O.O.O.O
M, g mol⁻¹: 127.140
Electronic energy, Eh: -477.7756
ΔE to the lowest compared entry with this formula, charge and spin, kJ/mol: 215.1

Element x y z (Å)
N: -0.538 0.819 -1.597
C: -0.684 1.344 -0.265
C: -1.706 0.471 0.571
C: -2.516 -0.554 -0.229
O: -3.436 -1.127 0.318
H: -0.350 1.379 -2.400
H: 0.018 -0.032 -1.607
H: 0.255 1.394 0.298
H: -1.069 2.361 -0.255
H: -2.484 1.151 0.906
H: -1.267 0.021 1.459
H: -2.374 -0.768 -1.292
O: 3.255 -0.967 1.043
H: 3.375 -1.546 0.303
H: 2.476 -0.413 0.833
O: 1.464 -1.915 -1.265
H: 0.829 -2.363 -0.713
H: 2.008 -2.603 -1.707
O: 2.078 2.072 1.442
H: 1.751 2.078 2.346
H: 3.030 2.022 1.381



Entry 7:
The following is a quantum chemistry calculation of 2 unconnected molecules or ions with the total composition C2H6BrNOSi in a non-equilibrium geometry, from the OMol25 dataset.

Results
Strongest force on any atom, eV/Å: 2.45
E_LUMO (spin up / spin down), eV: -1.25 / -0.94
M, g mol⁻¹: 168.066
Electronic energy, Eh: -3073.1820
ΔE to the lowest compared entry with this formula, charge and spin, kJ/mol: 285.5

Element x y z (Å)
C: -0.241 -0.906 -0.283
C: 0.480 0.289 0.164
N: 0.370 -2.104 -0.260
O: -1.384 -0.725 -0.676
Si: -0.593 1.836 -0.130
Br: 2.346 0.330 0.034
H: 0.213 -0.173 2.166
H: 1.297 -2.205 0.118
H: -0.151 -2.929 -0.513
H: 0.248 2.944 0.328
H: -1.823 1.727 0.630
H: -0.763 1.916 -1.578



Question: Among the records above, which one has the highest strongest force on any atom?
Answer: C20H21DyN4O